# 1
7 unconnected molecules or ions with the total composition C27H43FNO12P in a non-equilibrium geometry. Source: the OMol25 dataset; level of theory: wB97M-V/def2-TZVPD.

Element x y z (Å)
P 0.12042 1.41701 -4.16289
F 1.51060 0.84191 -3.19941
O 1.44433 0.45244 6.25176
O -5.18543 4.70431 -5.48305
O -5.61775 -6.07083 -0.74411
O 5.14892 2.12695 0.83596
O -0.94045 -6.47953 -0.26295
O 2.46440 -0.27776 0.49483
O -4.72037 -3.97036 -0.85961
O 3.77181 3.04303 2.41549
O 3.09805 -1.15237 2.51080
O 0.82585 -5.56122 0.86286
O 0.02936 0.80318 8.01398
O -3.66812 3.28342 -4.52942
N -1.87324 2.95022 -1.60853
C 3.30217 -0.96907 1.32214
C -3.99762 4.40436 -4.88028
C -4.75243 -5.13257 -1.22897
C -4.16509 6.73541 -4.96034
C -5.18827 6.08249 -5.85236
C -0.74055 3.49609 -2.17924
C 4.47074 -1.50087 0.54897
C 4.93888 2.48062 1.98442
C -0.27964 3.23436 -3.73207
C -0.95242 -4.12816 0.30752
C 5.92544 2.40789 3.11029
C -3.15270 5.63629 -4.75935
C 1.11276 -4.28161 1.42503
C 0.27045 -1.24898 5.17154
C 0.14438 4.51153 -1.19816
C -5.30258 -7.33899 -1.31699
C 4.42488 -0.66775 -0.70690
C 5.04089 2.58622 4.31825
C -0.65859 -0.59347 6.16179
C -0.38815 -5.51495 0.23978
C -4.55173 -7.02708 -2.58500
C 1.34728 -0.21107 4.99236
C 0.27712 0.28180 6.93929
C 3.91520 3.43075 3.78110
C 2.95766 -0.35470 -0.84179
C -3.82996 -5.75015 -2.23585
C 0.26527 -3.30735 0.64945
H 0.69933 -2.15579 5.61512
H -2.86354 -5.94525 -1.76279
H 1.13194 4.80606 -1.78447
H 2.31075 -0.66244 4.73816
H 0.64656 3.88492 -4.03376
H -6.18727 6.50228 -5.70270
H -1.18935 3.55612 -4.43362
H -0.52365 5.46708 -1.01064
H -2.37141 2.36056 -2.31176
H 1.08883 0.52826 4.22701
H 4.14415 4.50097 3.81818
H -3.71080 -5.10497 -3.10932
H 2.41142 -1.14262 -1.37091
H -1.40528 0.03308 5.66611
H -2.39656 5.63006 -5.54931
H 5.55142 3.04135 5.17110
H 5.40524 -1.35243 1.09496
H 0.39326 4.03853 -0.15352
H -1.38102 -3.82956 -0.65193
H -2.68395 5.69781 -3.77451
H 4.98953 0.25987 -0.55297
H 4.83945 -1.17357 -1.58293
H 2.18015 -4.06501 1.32315
H 0.85474 -4.30172 2.48908
H 6.64484 3.22515 3.00849
H -3.74116 7.64801 -5.38765
H -4.69490 -7.90385 -0.60227
H 4.65350 1.61081 4.63688
H -0.21684 -1.53001 4.23413
H 0.78333 -3.01726 -0.27276
H -5.26154 -6.83678 -3.39923
H 2.97832 3.24993 4.31607
H -4.62289 6.99346 -3.99762
H -1.70610 -4.08720 1.09879
H 4.30789 -2.56176 0.33971
H 2.78898 0.59785 -1.35249
H -0.98614 0.51856 -3.80622
H -1.13913 -1.33029 6.80954
H 0.03598 -2.39624 1.20843
H -6.22446 -7.89368 -1.51466
H -3.88525 -7.83427 -2.90030
H -4.92574 6.16056 -6.91262
H 6.43561 1.44202 3.12572

Gap between HOMO and LUMO: 9.4747 eV
SMILES: [H]/N=C(/C)CPF.O=C1CCCO1.O=C1CCCO1.O=C1CCCO1.O=C1CCCO1.O=C1CCCO1.O=C1CCCO1
HOMO: -9.018 eV
Spin multiplicity: 1



# 2
A molecular structure, C28H52MnN2O2Si2 in a non-equilibrium geometry. Source: the OMol25 dataset; level of theory: wB97M-V/def2-TZVPD.

Element x y z (Å)
Mn 0.18943 -0.26363 1.55193
Si 3.15317 0.51673 0.38640
Si -3.23029 0.18376 0.97991
O -0.39770 -1.03827 -2.39346
O 0.79623 0.85184 -3.51005
N 0.22790 -0.81641 4.37511
N 0.00354 0.18371 3.52967
C 0.32457 2.22127 -3.34671
C -4.45370 -0.65255 -0.18477
C -1.82280 -0.89389 -2.93301
C -1.09108 3.72845 5.47222
C 1.27451 -3.12417 1.69976
C 1.25897 -4.34182 2.41744
C -2.85322 1.88458 0.28428
C 3.56713 0.25524 2.19012
C -4.05733 0.39061 2.64840
C -1.83752 -1.08536 -4.41962
C 4.25238 -0.60857 -0.65369
C 3.54526 2.29665 -0.07647
C 1.33370 0.20189 -0.02697
C -0.65802 2.59520 -4.42495
C -0.94771 3.72115 4.07607
C 0.28582 -2.39362 -2.61555
C -1.66774 -0.87478 1.01358
C 2.06679 0.83819 -5.60745
C 0.96989 -4.36508 3.79150
C 0.64208 -1.96651 3.72398
C -0.60123 1.35714 5.54074
C -0.92623 2.53896 6.20459
C -0.59550 2.55153 3.40057
C 2.10501 0.67737 -4.10557
C -0.41326 1.36579 4.15106
C 0.91357 -1.93836 2.32705
C 0.70798 -3.17367 4.46400
C -0.52541 -3.47008 -1.95350
H 1.20763 2.87481 -3.35668
H -4.18624 -0.48673 -1.23716
H -3.21103 2.66407 0.97105
H 4.16511 -0.37426 -1.72549
H 0.89523 1.06146 -0.56516
H 1.47251 -5.27550 1.89380
H 2.99084 2.59875 -0.97650
H 4.00084 -1.66877 -0.50373
H 0.17450 -0.24725 -2.80783
H -1.10388 4.64492 3.50917
H -1.80974 -1.77525 1.64396
H -4.96257 1.00783 2.53490
H -0.63297 -3.29238 -0.87464
H 1.27190 -2.25847 -2.16564
H 2.78370 1.40664 -3.64463
H -1.62729 -2.12903 -4.67839
H -1.00206 3.61581 -4.24293
H -1.33347 4.65656 5.99416
H -3.40388 0.87525 3.38613
H -1.78251 2.04694 0.10836
H -1.04690 2.51911 7.28838
H 4.61920 2.41716 -0.27877
H 1.25930 -0.67573 -0.69764
H 1.25612 0.25544 -6.06180
H 3.27197 2.97003 0.74797
H -5.46325 -0.25179 -0.01879
H -0.00302 -4.42707 -2.08616
H -3.37699 2.01655 -0.67387
H -1.53184 1.93501 -4.42334
H 0.49917 -3.12181 5.53564
H -4.48031 -1.73512 -0.00348
H -1.47389 -1.27599 -0.01056
H -4.37235 -0.57971 3.05674
H -2.83108 -0.84702 -4.81510
H -1.10544 -0.42987 -4.91187
H -0.44044 2.52757 2.31552
H -0.18559 2.56134 -5.41140
H 1.55588 -3.11136 0.64649
H -1.51361 -3.57528 -2.41763
H 0.38749 -2.52184 -3.69966
H -2.11572 0.11367 -2.62063
H -2.39325 -1.63575 -2.37090
H 4.64987 0.09263 2.30396
H -0.13126 2.27005 -2.34823
H 0.94866 -5.30992 4.33482
H 5.30116 -0.45892 -0.35557
H 3.29467 1.14250 2.77834
H 3.04791 -0.61600 2.61278
H 1.94803 1.88945 -5.88892
H 3.01329 0.48045 -6.02112
H -0.46522 0.40977 6.06792
H 2.43160 -0.32618 -3.81252

Gap between HOMO and LUMO (alpha / beta): 5.7565 / 7.0168 eV
HOMO (alpha / beta): -9.298 / -10.621 eV
Total charge: +1
⟨S²⟩: 6.191
Spin multiplicity: 5



# 3
8 unconnected molecules or ions with the total composition H16O8. Source: the OMol25 dataset; level of theory: wB97M-V/def2-TZVPD.

Element x y z (Å)
O -2.49814 1.67525 2.19606
O 0.91763 -3.26857 0.15453
O -1.51909 1.24334 -2.88333
O -1.83259 -2.45596 2.35561
O 0.71845 2.68414 -1.34760
O 3.29835 0.53752 -2.61607
O -0.16336 -0.12335 2.40311
O 0.49752 -0.39398 -0.50356
H -2.16273 -2.26470 1.46964
H 3.87774 -0.10584 -3.03528
H 3.37167 0.35117 -1.67530
H -3.30603 1.18784 2.01485
H -1.01952 1.40082 -3.68913
H 1.87534 -3.21253 0.20045
H 1.39773 3.14831 -0.84813
H 0.78707 3.03630 -2.24026
H -1.78267 1.02239 2.16482
H -0.17976 -0.10726 0.11876
H 0.99518 0.41021 -0.69145
H -0.63645 -0.97854 2.36315
H -0.86374 0.93901 -2.24422
H 0.63015 -2.34809 0.08872
H -2.57865 -2.28920 2.94226
H 0.17589 -0.08828 3.30237

Gap between HOMO and LUMO: 11.0517 eV
SMILES: O.O.O.O.O.O.O.O
HOMO: -10.905 eV
Spin multiplicity: 1



Number 1 is which compound?
C27H43FNO12P



Which value of spin multiplicity does entry 2 give?
5